#P
{
  "formula": "C4H6N2S",
  "method": "the ωB97M-V functional and the def2-TZVPD basis",
  "mol_weight_g_mol": 114.173,
  "gap_ev": 9.4,
  "smiles": "C1=NNC[C@@H]2S[C@@H]12",
  "homo_ev": -8.5,
  "lumo_ev": 0.92,
  "symbols": ["C", "N", "N", "C", "C", "S", "C", "H", "H", "H", "H", "H", "H"],
  "positions_angstrom": [[-1.541, 0.627, 0.031], [-1.489, -0.617, -0.431], [-0.313, -1.274, -0.280], [1.127, -0.772, -0.191], [0.811, 0.749, -0.175], [1.008, 2.230, 0.862], [-0.312, 0.995, 0.791], [-2.474, 1.122, 0.072], [-0.346, -2.200, -0.793], [1.681, -1.140, -1.066], [1.532, -1.130, 0.727], [0.505, 1.181, -1.151], [-0.188, 0.231, 1.603]],
  "nbo_charge": [-0.05, -0.18, -0.47, -0.23, -0.32, 0.20, -0.41, 0.20, 0.38, 0.21, 0.21, 0.23, 0.22]
}

=====

#Q
{
  "formula": "C4H6N2S",
  "method": "the ωB97M-V functional and the def2-TZVPD basis",
  "mol_weight_g_mol": 114.173,
  "gap_ev": 8.7,
  "smiles": "Cn1cncc1S",
  "homo_ev": -8.6,
  "lumo_ev": 0.03,
  "symbols": ["C", "N", "C", "N", "C", "C", "S", "H", "H", "H", "H", "H", "H"],
  "positions_angstrom": [[-0.156, 1.793, -0.031], [-0.341, 0.389, -0.109], [-1.573, -0.149, -0.129], [-1.480, -1.409, -0.144], [-0.082, -1.781, -0.050], [0.678, -0.653, 0.187], [2.431, -0.270, -0.205], [-1.067, 2.322, 0.327], [0.590, 2.098, -0.845], [0.637, 1.694, 0.797], [-2.427, 0.407, -0.404], [0.245, -2.897, -0.203], [2.547, -1.545, 0.808]],
  "nbo_charge": [-0.44, -0.37, 0.19, -0.47, -0.09, -0.09, -0.03, 0.24, 0.22, 0.22, 0.20, 0.23, 0.20]
}

=====

#Q takes first place; second place is 0.474 eV up.

=====

#P
{
  "formula": "C3H7IN",
  "method": "the ωB97M-V functional and the def2-TZVPD basis",
  "total_charge": 1,
  "mol_weight_g_mol": 184.000,
  "gap_ev": [8.3, 9.1],
  "homo_ev": [-14.7, -14.4],
  "lumo_ev": [-6.42, -5.24],
  "symbols": ["C", "C", "C", "N", "I", "H", "H", "H", "H", "H", "H", "H"],
  "positions_angstrom": [[1.249, 0.605, 0.105], [-1.148, 0.708, 0.101], [0.093, -1.468, -0.066], [0.144, -0.008, 0.118], [3.143, -0.037, 0.047], [0.617, 2.811, -0.065], [-1.697, 0.198, -0.709], [-0.856, 1.700, -0.212], [-1.838, 0.816, 0.991], [-0.600, -1.586, -0.855], [-0.220, -1.905, 0.877], [1.113, -1.835, -0.328]],
  "nbo_charge": [0.16, -0.42, -0.41, -0.40, 0.49, 0.13, 0.23, 0.23, 0.27, 0.23, 0.25, 0.23]
}

=====

#Q
{
  "formula": "C3H7IN",
  "method": "the ωB97M-V functional and the def2-TZVPD basis",
  "total_charge": 1,
  "mol_weight_g_mol": 184.000,
  "gap_ev": 7.8,
  "homo_ev": -12.9,
  "lumo_ev": -5.16,
  "symbols": ["C", "C", "C", "N", "I", "H", "H", "H", "H", "H", "H", "H"],
  "positions_angstrom": [[1.641, -0.482, -1.462], [0.173, -0.455, -1.791], [0.015, -0.424, 0.767], [0.431, -0.368, -0.588], [-2.434, 2.091, 2.405], [2.131, -1.553, -1.422], [2.279, 0.321, -1.726], [-0.450, -0.461, -2.718], [-0.170, 0.549, 1.138], [-0.903, -1.102, 0.918], [0.861, -0.978, 1.344], [-3.575, 2.862, 3.136]],
  "nbo_charge": [-0.23, 0.28, -0.45, -0.17, -0.13, 0.23, 0.24, 0.30, 0.26, 0.27, 0.26, 0.14]
}

=====

#Q takes first place; second place is 1.948 eV up.

=====

#P
{
  "formula": "C2HCl3OS",
  "method": "the ωB97M-V functional and the def2-TZVPD basis",
  "mol_weight_g_mol": 179.455,
  "gap_ev": 8.0,
  "homo_ev": -9.3,
  "lumo_ev": -1.21,
  "symbols": ["C", "C", "O", "S", "Cl", "Cl", "Cl", "H"],
  "positions_angstrom": [[0.979, 0.978, 1.127], [1.691, 0.966, -1.142], [0.647, -1.163, 0.334], [1.758, -0.248, 0.570], [0.025, 1.165, -1.647], [2.157, 2.603, -0.887], [1.277, 2.509, 1.621], [-0.147, 0.854, 0.802]],
  "nbo_charge": [-0.66, -0.30, -0.91, 1.36, -0.01, 0.05, 0.18, 0.28]
}

=====

#Q
{
  "formula": "C2HCl3OS",
  "method": "the ωB97M-V functional and the def2-TZVPD basis",
  "mol_weight_g_mol": 179.455,
  "gap_ev": 8.8,
  "homo_ev": -9.3,
  "lumo_ev": -0.51,
  "symbols": ["C", "C", "O", "S", "Cl", "Cl", "Cl", "H"],
  "positions_angstrom": [[-0.542, -0.860, 0.152], [1.371, -1.805, 0.167], [-0.878, -0.375, 1.143], [1.003, -3.484, 0.699], [2.175, -1.074, 1.505], [2.231, -1.565, -1.414], [-1.007, -3.392, 0.937], [-0.746, -0.829, -0.851]],
  "nbo_charge": [0.56, -0.48, -0.42, 0.31, 0.03, -0.01, -0.15, 0.17]
}

=====

#R
{
  "formula": "C2HCl3OS",
  "method": "the ωB97M-V functional and the def2-TZVPD basis",
  "mol_weight_g_mol": 179.455,
  "gap_ev": [7.0, 8.3],
  "homo_ev": [-8.9, -9.5],
  "lumo_ev": [-1.87, -1.18],
  "symbols": ["C", "C", "O", "S", "Cl", "Cl", "Cl", "H"],
  "positions_angstrom": [[0.166, 0.793, 0.010], [1.925, 1.193, 0.177], [-2.273, 0.659, 0.501], [-1.171, 1.576, 0.773], [2.851, -0.065, -0.311], [2.539, 2.683, 0.593], [-1.418, 2.899, -0.958], [-0.020, -0.109, -0.430]],
  "nbo_charge": [-0.43, -0.18, -0.88, 1.31, 0.15, 0.15, -0.32, 0.21]
}

=====

#Q takes first place; second place is 1.948 eV up.